{"formula": "C4H8O2", "method": "ωB97M-V/def2-TZVPD", "elements": ["C", "C", "O", "C", "C", "O", "H", "H", "H", "H", "H", "H", "H", "H"], "xyz": [[0.7247, 0.1496, -1.9549], [0.0569, -0.8376, -0.9661], [0.2014, -0.2548, 0.3818], [-0.1954, -0.2826, 1.8564], [-0.8279, 1.0769, 1.7260], [-1.8238, 1.1929, 1.0610], [1.7082, 0.4468, -1.5780], [0.1258, 1.0568, -2.1029], [0.8745, -0.3131, -2.9481], [-0.9600, -1.0563, -1.3482], [0.6070, -1.7820, -0.9951], [0.6351, -0.2775, 2.6231], [-0.8922, -1.0672, 2.1675], [-0.2343, 1.9482, 2.0777]], "atomic_forces_ev_per_a": [[-0.088, -0.077, 0.388], [0.161, -0.216, 0.288], [1.375, 0.138, 0.897], [0.079, -0.357, -1.536], [-0.556, 0.122, -0.512], [-0.279, 0.605, 0.763], [-0.150, -0.066, -0.023], [0.065, -0.243, 0.177], [-0.198, -0.024, 0.507], [0.114, 0.330, 0.916], [-0.026, -0.006, 0.147], [-0.139, -0.201, -1.591], [-0.090, 0.098, -0.508], [-0.268, -0.102, 0.086]], "e_lumo_ev": 0.8, "max_force_ev_per_a": 1.648, "e_above_lowest_kcal_mol": 77.4, "spin_multiplicity": 1, "e_homo_ev": -9.51, "smiles": "CCOCC=O", "orbital_gap_ev": 10.26}

=====

{"formula": "CNO2S2", "method": "ωB97M-V/def2-TZVPD", "elements": ["C", "N", "O", "O", "S", "S"], "xyz": [[-0.2451, -0.7125, -0.1351], [0.3153, 1.0409, 1.1708], [-1.3153, -0.4530, -0.5705], [0.7404, -1.3752, -0.2319], [1.2438, 1.7514, -0.0513], [-0.6809, 2.3066, 0.5638]], "atomic_forces_ev_per_a": [[0.448, 0.005, -1.353], [-0.767, -2.157, 0.549], [-0.155, 0.151, 0.863], [-0.131, 0.255, 1.051], [-0.223, 1.317, -0.656], [0.829, 0.429, -0.454]], "total_charge": -1, "e_lumo_ev": 3.6, "max_force_ev_per_a": 2.354, "e_above_lowest_kcal_mol": 52.3, "spin_multiplicity": 1, "e_homo_ev": -2.76, "orbital_gap_ev": 6.37}

=====

{"formula": "C4H4N2O2", "method": "ωB97M-V/def2-TZVPD", "elements": ["O", "C", "C", "C", "C", "O", "N", "N", "H", "H", "H", "H"], "xyz": [[-2.4390, -0.6922, 0.8738], [-1.2647, -0.2044, 0.5951], [-0.6743, -0.4878, -0.6873], [0.5861, -0.0734, -0.9796], [1.1351, 0.7343, -0.0091], [2.4642, 0.9059, -0.1680], [0.6660, 0.9039, 1.1845], [-0.5683, 0.4809, 1.5081], [-2.6715, -1.2971, 0.1925], [-1.2880, -1.1433, -1.3892], [1.0656, -0.1385, -1.9061], [2.9889, 1.0119, 0.7853]], "atomic_forces_ev_per_a": [[-1.462, 0.303, 1.751], [4.052, 1.164, -1.054], [-1.528, -1.292, -0.530], [-2.549, 0.861, 0.148], [2.154, -1.496, 1.722], [3.061, 1.270, 2.862], [-1.159, 0.442, 0.560], [-1.000, -0.604, -0.721], [-0.575, -0.784, -0.794], [0.989, 0.958, 0.773], [0.601, -0.639, -1.187], [-2.582, -0.184, -3.530]], "e_lumo_ev": 0.4, "max_force_ev_per_a": 4.379, "e_above_lowest_kcal_mol": 57.4, "spin_multiplicity": 1, "e_homo_ev": -9.06, "smiles": "Oc1ccc(O)nn1", "orbital_gap_ev": 9.46}

=====

{"formula": "C2H6N2OS2", "method": "ωB97M-V/def2-TZVPD", "elements": ["H", "N", "N", "C", "S", "C", "S", "O", "H", "H", "H", "H", "H"], "xyz": [[-1.5889, -2.0078, 1.6695], [-0.7328, -1.7309, 1.1226], [-0.4127, -0.5660, 1.4322], [0.6677, -0.0918, 0.5082], [-0.3285, 1.0449, -0.6374], [-0.6604, -0.1080, -2.1501], [2.0673, 0.7359, 1.2901], [1.4388, 1.9219, 2.1599], [0.9418, -1.0169, -0.1425], [0.0049, 0.3838, -2.9063], [-1.6388, 0.2046, -2.2702], [-0.5940, -1.1524, -1.7783], [0.8355, 2.3827, 1.7022]], "atomic_forces_ev_per_a": [[0.933, 0.394, -0.102], [-0.544, 0.709, 0.395], [0.175, -1.046, -0.481], [-1.283, -0.726, -1.088], [0.699, -1.167, -0.049], [2.245, 1.576, 1.982], [0.777, -1.801, -1.212], [2.379, -1.920, 3.493], [0.327, 1.731, 1.185], [-0.522, -1.540, 0.418], [-2.083, 0.025, -0.899], [0.291, 0.732, -0.838], [-3.395, 3.033, -2.805]], "e_lumo_ev": 0.6, "max_force_ev_per_a": 5.347, "e_above_lowest_kcal_mol": 72.6, "spin_multiplicity": 1, "e_homo_ev": -8.59, "smiles": "[H]/N=N/[C@@H](SC)SO", "orbital_gap_ev": 9.14}

=====

{"formula": "C5H10O", "method": "ωB97M-V/def2-TZVPD", "elements": ["C", "C", "C", "O", "H", "H", "H", "H", "H", "H", "C", "C", "H", "H", "H", "H"], "xyz": [[1.4954, -0.0644, 0.0859], [0.2875, 0.8182, 0.2225], [-0.2109, 0.9222, 1.4446], [-1.1542, 1.8306, 1.8226], [2.1734, 0.3525, 0.8282], [1.3147, -1.1159, 0.3387], [1.9667, -0.0063, -0.8973], [-0.0101, 1.4761, -0.5888], [0.1037, 0.1994, 2.2041], [-1.1944, 1.8173, 2.7832], [-0.3069, -1.3703, -1.6873], [-1.3006, -0.8278, -0.9927], [0.1159, -0.8881, -2.5661], [0.1612, -2.2982, -1.3731], [-1.6518, -1.2621, -0.0601], [-1.8218, 0.0692, -1.3130]], "atomic_forces_ev_per_a": [[0.316, 0.124, 0.224], [0.298, 0.479, 0.535], [0.091, -0.184, -0.204], [-0.305, 0.036, 0.202], [0.604, -0.338, -0.183], [-0.017, 0.261, -0.133], [-0.117, -0.047, 0.128], [0.021, -0.022, 0.240], [-0.007, 0.342, 0.006], [-0.192, 0.093, -0.074], [-0.400, -0.142, -0.153], [-0.204, -0.454, -0.396], [-0.218, -0.141, 0.021], [-0.013, 0.135, -0.018], [-0.025, -0.070, -0.226], [0.168, -0.071, 0.031]], "e_lumo_ev": 0.8, "max_force_ev_per_a": 0.777, "e_above_lowest_kcal_mol": 57.9, "spin_multiplicity": 1, "e_homo_ev": -8.18, "smiles": "C/C=C/O.C=C", "orbital_gap_ev": 9.01}

=====

{"formula": "C8H20ClO4", "method": "ωB97M-V/def2-TZVPD", "elements": ["Cl", "C", "O", "C", "C", "O", "C", "H", "H", "H", "H", "H", "H", "H", "H", "H", "H", "C", "O", "C", "C", "O", "C", "H", "H", "H", "H", "H", "H", "H", "H", "H", "H"], "xyz": [[2.2498, 0.4082, 3.0584], [0.7369, -2.1166, 1.1090], [-0.2295, -3.2218, 0.9357], [-1.4854, -2.6325, 0.6765], [-2.4664, -3.4971, 0.3380], [-2.8033, -4.2501, 1.6525], [-3.2698, -5.4985, 1.3415], [0.4024, -1.2910, 0.4443], [1.6089, -2.2731, 1.0229], [0.4705, -1.6705, 2.0232], [-1.4340, -1.9521, -0.2818], [-1.8008, -2.0991, 1.4518], [-2.1369, -4.1948, -0.4614], [-3.4098, -3.0838, -0.0360], [-2.4811, -6.0602, 1.0460], [-4.0634, -5.5322, 0.8016], [-3.6600, -6.0806, 2.1856], [0.7655, 1.3817, -0.5072], [1.6111, 1.7410, -1.5741], [2.5567, 2.7195, -1.2048], [2.1321, 3.9604, -0.9234], [1.3534, 4.3409, -1.9794], [0.8299, 5.6525, -1.9015], [0.0319, 0.5502, -0.8969], [0.2879, 2.1962, 0.0772], [1.3846, 0.9670, 0.3583], [3.0520, 2.5713, -2.1561], [3.1620, 2.2356, -0.4179], [2.9379, 4.6593, -0.7738], [1.5384, 3.8345, 0.0546], [1.6075, 6.4162, -1.8225], [0.3998, 5.8977, -0.8672], [0.1210, 5.9218, -2.7732]], "atomic_forces_ev_per_a": [[-0.033, 0.066, -0.168], [-13.817, 2.989, 0.279], [0.778, 0.488, -0.774], [5.133, 2.739, -3.710], [-4.315, -6.048, 0.352], [0.167, 2.084, -1.817], [2.157, -0.244, 4.938], [0.652, -0.594, -0.252], [11.665, -3.102, -1.174], [0.408, 0.410, 1.659], [0.306, -0.514, 1.606], [-1.008, 2.876, 3.456], [-0.081, -0.181, 0.687], [0.208, 0.392, 0.309], [2.283, -2.114, -1.778], [-4.873, 0.166, -4.616], [0.360, 0.598, 0.928], [-0.178, -2.214, 1.478], [-2.243, -0.059, 0.732], [3.840, -8.166, -2.199], [-2.948, 4.396, 3.295], [-1.971, 1.950, -1.688], [-0.681, 0.974, 1.028], [1.235, 1.897, 0.862], [-0.460, -0.046, -1.127], [-0.513, -0.165, -1.047], [1.444, 1.264, -0.127], [0.142, 0.629, 0.066], [0.591, 0.333, 0.379], [0.451, 0.969, -0.978], [0.647, -0.011, -0.880], [-0.484, -0.936, -1.282], [1.140, -0.830, 1.564]], "total_charge": -1, "e_lumo_ev": 2.9, "max_force_ev_per_a": 14.140, "e_above_lowest_kcal_mol": 111.2, "spin_multiplicity": 1, "e_homo_ev": -4.02, "orbital_gap_ev": 6.93}